ORCA calculation (wB97M-V/def2-TZVPD) on C49H62AsLaN3OS as an isolated structure.

Each line ends with the Löwdin spin population.
CARTESIAN COORDINATES (ANGSTROEM)
C  -2.0926  4.0744  1.8581  0.051
C  2.3017  -2.7825  3.1629  0.000
C  1.3577  -1.7366  -2.7825  0.000
H  5.4124  -5.8297  4.0254  0.000
C  -0.5934  -3.8446  -3.6112  0.000
H  4.7892  -1.1434  5.2935  0.000
H  -3.3870  1.2624  3.6643  0.001
C  1.0578  -2.0808  -5.2710  0.000
H  -0.7068  -0.8217  -5.2816  0.000
H  4.9536  1.9981  1.0798  0.000
C  3.1796  2.6477  3.7782  0.000
C  -1.1908  3.4312  1.0767  0.140
H  -2.8068  1.3735  6.0825  0.000
H  -2.9090  -2.8127  2.4694  0.000
C  1.3968  -3.5670  -5.1002  0.000
C  -2.6135  -3.2986  -0.2918  0.001
H  -0.9806  -2.4461  -5.9169  0.000
H  -1.7268  4.8401  2.5301  -0.002
H  -4.1972  4.2594  2.4281  0.019
H  -2.1191  -3.3160  -1.2605  0.000
H  1.3874  -1.7400  -6.2546  0.000
S  -2.3953  -1.6583  0.4283  0.003
H  0.6594  -2.3142  4.4842  0.000
C  -2.9577  2.0704  0.1385  0.139
C  -0.1726  -1.5478  -2.6880  0.000
C  6.7838  -1.8646  -2.6554  0.000
C  -0.7450  0.8636  5.7227  0.000
H  1.7835  4.0153  2.8936  0.000
H  2.9140  1.2064  -0.6012  0.000
H  -3.6762  -3.4899  -0.4311  0.000
H  2.0511  2.5976  1.9026  0.000
C  5.0060  0.8983  -0.7598  0.000
C  3.6891  3.5165  4.7365  0.000
C  -2.0539  1.1219  5.3451  0.001
N  -1.6132  2.4295  0.2042  0.255
C  0.8235  -2.6419  3.4551  0.000
La  0.6408  -0.0651  0.0860  0.011
C  3.2462  1.2587  3.9968  0.000
H  -1.6876  0.7082  2.0099  0.001
C  2.8276  -4.0745  3.2430  0.000
H  5.6305  4.6189  6.4988  0.000
H  0.3245  -3.6029  3.3312  0.000
N  0.8595  0.3015  2.3750  0.000
H  4.0501  4.7166  7.2674  0.000
H  0.3307  -1.9131  2.8243  0.000
C  5.0243  -3.2665  2.8379  0.000
H  5.2117  3.4967  7.7980  0.000
C  3.3054  -0.6246  -1.6809  0.000
H  4.7129  1.3010  7.0467  0.000
N  1.9500  -0.9066  -1.7369  0.001
C  -3.4749  3.7449  1.8106  0.274
H  2.1464  -4.8973  3.4438  0.000
C  4.1765  -4.3411  3.0848  0.000
H  1.2590  -3.5620  -1.6360  0.000
C  -1.4089  0.7456  3.0554  0.001
H  6.5626  -1.2383  2.5395  0.000
H  5.2705  -6.0120  2.2811  0.000
H  6.0892  -3.4489  2.7124  0.000
H  3.6233  4.5876  4.5557  0.000
C  1.7760  -1.2715  -4.1881  0.000
H  6.3973  2.3010  0.1056  0.000
H  3.0458  -1.2717  5.1360  0.000
H  2.6891  -3.4622  -2.6431  0.000
H  1.5323  -0.2080  -4.2782  0.000
C  4.2675  3.0591  5.9106  0.000
H  3.9214  -6.4679  3.3273  0.000
C  -0.4561  -1.8780  -5.1423  0.000
H  -1.1138  -4.4117  -4.3897  0.000
H  -3.1961  1.2724  -0.5467  0.012
H  6.5567  -2.9284  -2.5706  0.000
C  -2.3773  1.0534  3.9957  0.002
H  -1.9907  -2.1909  -3.6508  0.000
C  1.6220  -3.2479  -2.6230  0.000
C  -0.0692  0.5263  3.4075  0.001
H  -4.3528  -2.0474  1.7391  0.000
H  2.8562  -1.3644  -4.3085  0.000
H  5.4297  -0.0154  3.1100  0.000
C  3.7872  0.7763  5.1975  0.000
C  4.8215  4.0230  6.9277  0.000
C  5.3224  2.1227  0.0590  0.000
H  3.7536  -0.7749  6.6739  0.000
As  2.6861  0.1608  2.4616  0.000
H  -0.4102  -0.4812  -2.7924  0.000
H  3.2865  3.8490  1.9903  0.000
H  1.1530  -5.1097  -3.6077  0.000
H  -4.9046  2.4074  0.8415  -0.002
H  1.2359  0.3635  5.1053  0.000
H  -0.9406  -4.2259  -2.6456  0.000
H  -0.1290  3.6259  1.0851  0.012
C  5.6942  -1.0229  -2.0369  0.000
H  -2.1779  -4.0585  0.3558  0.000
C  -3.8674  2.7105  0.9201  0.047
H  4.8441  3.0120  -0.3589  0.000
C  0.2307  0.5699  4.7761  0.001
H  7.7441  -1.6793  -2.1728  0.000
H  2.4777  -3.7152  -5.1935  0.000
C  0.9187  -4.0490  -3.7253  0.000
H  4.1637  -2.2834  -2.7765  0.000
O  -0.6848  1.7573  -0.5794  0.027
C  4.3643  -1.3807  -2.2190  0.000
C  -3.2952  -1.9256  1.9669  0.001
C  5.5421  -0.8703  2.4410  0.000
H  -3.1485  -1.0603  2.6054  0.000
C  3.8403  -0.6863  5.5902  0.000
H  7.0554  0.3891  -1.1512  0.000
C  6.0165  0.1118  -1.2990  0.000
C  3.1691  -1.7092  2.9036  0.000
C  4.5486  -1.9702  2.7382  0.000
H  -0.4654  0.8927  6.7709  0.000
C  3.6860  0.5347  -0.9718  0.000
H  5.4155  -0.5147  1.4161  0.000
H  6.8945  -1.6335  -3.7175  0.000
C  4.7214  -5.7420  3.1851  0.000
H  -0.5169  -1.8891  -1.6947  0.000
C  -0.9149  -2.3527  -3.7586  0.000
C  2.5397  3.3003  2.5669  0.001
H  0.9164  -4.1564  -5.8877  0.000
C  4.2943  1.6886  6.1217  0.000

Properties
Spin multiplicity = 2
HOMO level (alpha / beta) = -4.58 / -7.01 eV
Charge = 0
Expectation value of S² = 0.768

ORCA calculation (wB97M-V/def2-TZVPD) on C16H40BeN2O5 as an isolated structure.

Each line ends with the natural charge from an NBO analysis.
CARTESIAN COORDINATES (ANGSTROEM)
H  3.9740  1.0301  4.1006  0.207
C  1.9442  1.6733  4.4903  0.042
O  -2.3113  1.5989  1.3572  -0.561
H  4.2161  0.5024  -3.4176  0.221
H  -4.4153  1.6333  1.0104  0.170
C  3.2726  1.8204  3.8330  -0.635
H  -1.0183  -4.7614  -0.5705  0.174
O  2.7525  -2.0213  0.1464  -0.562
H  -4.1859  -0.9441  0.5093  0.371
H  -2.4681  2.7074  -0.3998  0.199
H  -0.7167  -3.2882  -1.5094  0.201
C  1.2338  3.0364  4.4247  -0.613
C  3.2966  -2.9462  1.1715  -0.262
H  -1.7803  -0.9924  -5.3896  0.210
H  1.9002  0.9827  -1.8157  0.364
H  1.8471  3.8281  4.8552  0.202
H  2.7921  -1.0509  -2.3169  0.202
H  -0.2889  -0.1474  -5.6664  0.194
H  -0.3385  2.4513  -4.9383  0.187
Be  -0.4151  -0.3642  0.6418  0.770
H  -2.8181  -4.3730  1.4795  0.181
N  -3.4854  -1.0094  1.2339  -0.634
H  -2.5159  3.7197  1.1655  0.184
H  -1.7866  3.1990  -4.4978  0.208
C  -2.9028  -3.4395  0.9230  -0.062
C  -2.1462  2.8437  0.6326  -0.272
C  4.5694  0.1852  -2.4365  -0.626
H  -3.2672  -0.1595  3.1487  0.204
H  1.0583  3.3201  3.3870  0.194
C  -1.3718  -0.0239  -5.6782  -0.630
C  -3.6748  1.4219  1.7818  -0.073
H  3.1794  1.9599  2.7560  0.206
H  2.6036  -3.6351  1.6546  0.200
H  -2.9042  1.0932  -4.9131  0.162
H  5.0812  0.9679  -1.8764  0.205
H  3.8858  2.6957  4.0474  0.197
C  -3.8722  0.0116  2.2584  -0.239
H  3.8519  -2.3400  1.8873  0.178
H  -4.9139  -0.1596  2.5298  0.181
H  4.0698  -3.6269  0.8154  0.163
C  -3.3437  -2.2918  1.9192  -0.238
H  5.3518  -0.5631  -2.5631  0.212
H  2.0527  1.6387  5.5743  0.183
H  -2.3363  -3.8786  -1.4533  0.175
H  3.1362  1.5312  -1.0416  0.352
N  2.5556  0.7068  -1.0985  -0.826
H  -4.3009  -2.6672  2.2809  0.174
H  0.2205  3.0602  4.8256  0.208
O  -1.6175  -3.0628  0.3516  -0.566
H  -1.5593  2.4229  -6.1429  0.196
C  3.8498  -1.2897  -0.5051  -0.059
H  -3.9604  2.0650  2.6142  0.182
H  -2.5754  -2.2609  2.6918  0.209
H  4.2936  -0.6910  0.2903  0.175
O  1.2535  0.5841  4.0121  -0.579
H  -3.6415  -3.5188  0.1254  0.170
C  3.3768  -0.3959  -1.6711  -0.079
H  4.5219  -2.0712  -0.8595  0.167
C  -1.4285  -3.7928  -0.8561  -0.255
C  -1.8549  0.9467  -4.6572  0.063
H  -1.0792  2.9481  0.4355  0.197
C  -1.4159  2.3452  -5.0651  -0.617
O  -1.7537  0.6355  -3.3220  -0.651
H  -1.6766  0.2003  -6.7004  0.201

Properties
HOMO level = -6.45 eV
Charge = 0
Energy relative to the best compared isomer or geometry (same formula, charge and spin) = 9.666 eV

Quick rundown of calculated total energy, same order as above: -4809.417862 -1133.588378 Eh
Quick rundown of max |F|, same order as above: 1.8 2.9 eV Å⁻¹